1.
# HN2O3S

An isolated ion of composition HN2O3S and charge -1 (the ωB97M-V functional and the def2-TZVPD basis, the OMol25 dataset).

Last column: natural (NBO) charge in e.
CARTESIAN COORDINATES (ANGSTROEM)
1 S -2.212 0.582 -0.086  -0.17
2 O 1.943 -1.562 -0.261  -0.52
3 O 0.887 0.112 -1.225  -0.48
4 O -0.471 0.427 1.040  -0.41
5 N 1.023 -0.669 -0.273  0.53
6 N 0.334 -0.593 0.850  -0.08
7 H -1.504 1.703 -0.045  0.13

## Properties
LUMO level (spin up / spin down): 2.9720 / 2.9669 eV
HOMO energy (spin up / spin down): -4.30 / -4.12 eV
Calculated total energy: -19969.092 eV
Kohn-Sham gap (spin up / spin down): 7.27 / 7.09 eV
Charge: -1
SMILES: [O-][N+]([O-])=NOS
Relative energy (zero: lowest compared OMol25 entry of this formula, charge and spin): 697.2 kJ/mol
Max |F|: 2.8 eV/Å

=====

2.
# HN2O3S

A 2-piece molecular cluster, HN2O3S overall (the ωB97M-V functional and the def2-TZVPD basis, the OMol25 dataset).

Last column: natural (NBO) charge in e.
CARTESIAN COORDINATES (ANGSTROEM)
1 S -2.769 -0.216 0.300  -0.15
2 O 0.614 -0.981 -0.679  -0.50
3 O -0.305 1.180 -0.956  -0.44
4 O 2.216 -0.292 0.650  -0.47
5 N 1.228 -0.108 -0.029  0.51
6 N 0.722 1.214 -0.197  -0.06
7 H -1.706 -0.797 0.912  0.12

## Properties
LUMO level (spin up / spin down): 3.7124 / 1.3835 eV
HOMO energy (spin up / spin down): -3.33 / -4.31 eV
Calculated total energy: -19969.137 eV
Expectation value of S²: 2.01
Kohn-Sham gap (spin up / spin down): 7.04 / 5.70 eV
Charge: -1
Relative energy (zero: lowest compared OMol25 entry of this formula, charge and spin): 262.6 kJ/mol
Max |F|: 3.2 eV/Å
2S+1: 3

=====

3.
# HN2O4S

An isolated ion of composition HN2O4S and charge -1 (the ωB97M-V functional and the def2-TZVPD basis, the OMol25 dataset).

Last column: natural (NBO) charge in e.
CARTESIAN COORDINATES (ANGSTROEM)
1 S -0.574 0.668 1.058  2.43
2 O -1.662 1.289 0.289  -0.92
3 O 0.582 1.444 1.394  -0.95
4 O 0.718 -1.331 -2.422  -0.57
5 O -0.901 -0.517 1.846  -0.93
6 N -0.058 -0.788 -1.533  0.18
7 N 0.473 -0.466 -0.424  -0.60
8 H 1.423 -0.298 -0.208  0.35

## Properties
LUMO level: 3.8549 eV
HOMO energy: -4.89 eV
Calculated total energy: -22020.725 eV
Kohn-Sham gap: 8.75 eV
Charge: -1
SMILES: O=NNS(=O)(=O)[O-]
Relative energy (zero: lowest compared OMol25 entry of this formula, charge and spin): 57.9 kJ/mol
Max |F|: 4.4 eV/Å

=====

4.
# HN2P

One molecule with the formula HN2P (the ωB97M-V functional and the def2-TZVPD basis, the OMol25 dataset).

Last column: natural (NBO) charge in e.
CARTESIAN COORDINATES (ANGSTROEM)
1 P -0.039 -0.946 -0.023  0.59
2 N 0.824 0.471 -0.698  -0.23
3 N 0.683 0.518 0.540  -0.26
4 H -1.467 -0.043 0.181  -0.09

## Properties
LUMO level: -0.0452 eV
HOMO energy: -9.82 eV
Calculated total energy: -12282.118 eV
Kohn-Sham gap: 9.78 eV
SMILES: N1=[PH]=N1
Relative energy (zero: lowest compared OMol25 entry of this formula, charge and spin): 110.5 kJ/mol
Max |F|: 3.8 eV/Å

=====

5.
# HN3O2

A 2-piece molecular cluster, HN3O2 overall (the ωB97M-V functional and the def2-TZVPD basis, the OMol25 dataset).

Last column: natural (NBO) charge in e.
CARTESIAN COORDINATES (ANGSTROEM)
1 O -0.844 -2.244 -0.621  -0.27
2 O -0.111 -0.333 0.293  -0.55
3 N -3.621 0.068 0.360  0.00
4 N -3.884 1.110 0.094  -0.01
5 N -1.149 -1.228 -0.061  0.34
6 H -0.655 0.389 0.766  0.48

## Properties
LUMO level: 0.0164 eV
HOMO energy: -10.51 eV
Calculated total energy: -8579.325 eV
Kohn-Sham gap: 10.53 eV
SMILES: O=NO.N#N
Relative energy (zero: lowest compared OMol25 entry of this formula, charge and spin): 22.7 kJ/mol
Max |F|: 3.6 eV/Å

=====

6.
# HN3O3

HN3O3 as an isolated structure (the ωB97M-V functional and the def2-TZVPD basis, the OMol25 dataset).

Last column: natural (NBO) charge in e.
CARTESIAN COORDINATES (ANGSTROEM)
1 O -2.267 1.705 0.813  -1.31
2 O 2.403 0.520 0.847  -0.62
3 O 2.755 0.548 -1.355  -0.67
4 N 0.761 0.355 -0.518  -0.03
5 N 2.074 0.309 -0.326  0.42
6 N -0.279 -0.029 -0.234  -0.11
7 H -2.394 1.590 -0.390  0.33

## Properties
LUMO level (spin up / spin down): 7.4747 / 7.4488 eV
HOMO energy (spin up / spin down): 1.58 / 1.43 eV
Calculated total energy: -10619.253 eV
Kohn-Sham gap (spin up / spin down): 5.89 / 6.02 eV
Charge: -2
Relative energy (zero: lowest compared OMol25 entry of this formula, charge and spin): 200.6 kJ/mol
Max |F|: 5.6 eV/Å

=====

7.
# HN3O3S

A 2-piece molecular cluster, HN3O3S overall (the ωB97M-V functional and the def2-TZVPD basis, the OMol25 dataset).

Last column: natural (NBO) charge in e.
CARTESIAN COORDINATES (ANGSTROEM)
1 S -2.149 -0.859 0.193  1.61
2 O -1.047 0.414 -0.294  -0.98
3 O -2.986 -0.351 1.343  -1.07
4 O -2.949 -1.029 -1.052  -1.06
5 N 2.233 -1.027 0.281  -0.55
6 N 3.378 -0.789 0.430  0.16
7 N 4.507 -0.456 0.488  -0.61
8 H -0.191 0.156 0.153  0.49

## Properties
LUMO level: 6.5721 eV
HOMO energy: -0.27 eV
Calculated total energy: -21462.557 eV
Kohn-Sham gap: 6.84 eV
Charge: -2
Relative energy (zero: lowest compared OMol25 entry of this formula, charge and spin): 11.9 kJ/mol
Max |F|: 1.5 eV/Å

=====

8.
# HN3O3S

One molecule with the formula HN3O3S (the ωB97M-V functional and the def2-TZVPD basis, the OMol25 dataset).

Last column: natural (NBO) charge in e.
CARTESIAN COORDINATES (ANGSTROEM)
1 S 0.621 0.260 1.403  0.98
2 O -1.626 0.813 -1.692  -0.24
3 O -0.347 -0.946 -1.567  -0.34
4 O -0.854 1.763 0.318  -0.34
5 N -0.183 0.740 0.012  -0.16
6 N -0.801 0.127 -1.264  0.63
7 N 1.650 -0.897 1.515  -0.92
8 H 1.541 -1.861 1.275  0.39

## Properties
LUMO level (spin up / spin down): -1.6705 / -1.5134 eV
HOMO energy (spin up / spin down): -9.94 / -9.37 eV
Calculated total energy: -21455.927 eV
Kohn-Sham gap (spin up / spin down): 8.27 / 7.85 eV
Relative energy (zero: lowest compared OMol25 entry of this formula, charge and spin): 171.1 kJ/mol
Max |F|: 3.6 eV/Å